Formula: C4H6N2
Source: the OMol25 dataset
Level of theory: ωB97M-V with the def2-TZVPD basis set

Each line ends with the natural charge from an NBO analysis.
Atoms and positions in Å:
C1 0.970 -1.300 -0.772  -0.2728
C2 0.533 -0.603 -1.821  -0.3474
C3 -0.724 0.095 -1.790  0.2672
N1 -1.738 0.657 -1.765  -0.3331
H1 0.418 -1.336 0.164  0.2397
H2 1.922 -1.819 -0.820  0.2034
H3 1.101 -0.524 -2.743  0.2381
C4 -0.798 1.104 1.697  -0.0335
N2 0.099 0.243 1.953  -0.6241
H4 -1.447 0.953 0.832  0.1802
H5 -0.973 2.013 2.286  0.1482
H6 0.637 0.518 2.778  0.3342

## Properties
Net charge: 0
Gap between HOMO and LUMO in eV: 10.9
HOMO level in eV: -10.19
Multiplicity: 1
LUMO in eV: 0.7
Relative energy (zero: lowest compared OMol25 entry of this formula, charge and spin) in kJ/mol: 198.3
SMILES: C=CC#N.C=N

=====

Formula: C8H22AlN2O2
Source: the OMol25 dataset
Level of theory: ωB97M-V with the def2-TZVPD basis set

Each line ends with the natural charge from an NBO analysis.
Atoms and positions in Å:
Al1 -1.293 -1.448 2.043  1.1225
C1 2.041 2.473 0.500  -0.6974
C2 1.470 1.108 0.771  -0.0433
C3 2.435 -0.033 1.301  -0.1426
O1 1.649 -1.173 1.606  -0.1204
C4 2.501 -2.291 1.735  -0.3495
N1 0.296 1.183 1.597  -0.8842
H1 2.342 3.113 1.330  0.2871
H2 1.510 3.034 -0.268  0.2684
H3 3.048 2.377 0.094  0.2755
H4 1.008 0.750 -0.149  0.1578
H5 2.863 0.317 2.240  0.3311
H6 3.257 -0.229 0.613  0.2895
H7 2.976 -2.580 0.797  0.3043
H8 1.930 -3.165 2.047  0.2580
H9 3.310 -2.177 2.456  0.3321
H10 0.670 1.505 2.478  0.4029
H11 -0.187 1.993 1.235  0.3924
C5 -3.817 0.735 -1.777  -0.6262
C6 -2.809 -0.126 -1.009  -0.1221
C7 -1.495 -0.435 -1.698  -0.1537
O2 -0.531 -1.178 -0.884  -0.0916
C8 0.538 -1.849 -1.557  -0.3167
N2 -2.540 0.537 0.304  -0.4178
H12 -3.990 0.450 -2.814  0.3451
H13 -3.480 1.757 -1.949  0.2661
H14 -4.752 0.716 -1.217  0.2905
H15 -3.355 -1.056 -0.847  0.2830
H16 -1.056 0.498 -2.052  0.3071
H17 -1.637 -1.023 -2.604  0.3101
H18 1.023 -2.530 -0.857  0.2470
H19 1.323 -1.127 -1.784  0.3171
H20 0.199 -2.423 -2.420  0.3132
H21 -2.048 1.385 0.063  0.4122
H22 -3.400 0.910 0.680  0.4524

## Properties
Net charge: +4
Gap between HOMO and LUMO (spin up / spin down) in eV: 4.5 / 4.2
HOMO level (spin up / spin down) in eV: -24.12 / -24.08
Multiplicity: 2
LUMO (spin up / spin down) in eV: -19.7 / -19.9

=====

Formula: CH3NOS
Source: the OMol25 dataset
Level of theory: ωB97M-V with the def2-TZVPD basis set

Each line ends with the natural charge from an NBO analysis.
Atoms and positions in Å:
C1 -0.912 0.395 0.866  -0.1413
N1 -0.326 0.703 -0.290  -0.2922
O1 0.738 0.075 -0.791  -0.4934
S1 -2.472 0.558 1.114  -0.0796
H1 -0.159 0.146 1.676  0.1933
H2 -0.929 1.177 -1.114  0.3871
H3 1.743 0.421 -0.054  0.4262

## Properties
Net charge: 0
Gap between HOMO and LUMO in eV: 8.4
HOMO level in eV: -8.64
Multiplicity: 1
LUMO in eV: -0.2
Relative energy (zero: lowest compared OMol25 entry of this formula, charge and spin) in kJ/mol: 408.8

=====

Formula: C29H38HgN4O2P2
Source: the OMol25 dataset
Level of theory: ωB97M-V with the def2-TZVPD basis set

Each line ends with the Löwdin charge.
Atoms and positions in Å:
Hg1 1.161 -1.501 -1.845  1.1774
C1 -3.033 2.427 -2.850  -0.1188
C2 -2.595 3.051 -1.752  -0.1418
C3 -3.386 3.082 -0.489  -0.1793
C4 -4.139 1.768 -0.135  -0.1757
C5 -3.475 0.465 -0.492  -0.1225
C6 -3.640 -0.152 -1.666  -0.0836
C7 -4.662 0.438 -2.603  -0.1919
C8 -4.412 1.886 -3.044  -0.1905
C9 2.237 -2.866 -0.471  -0.2791
H1 -2.404 2.319 -3.741  0.0879
H2 -1.781 3.765 -1.826  0.0999
H3 -4.164 3.879 -0.557  0.1274
H4 -2.715 3.345 0.341  0.1003
H5 -4.274 1.787 0.966  0.1183
H6 -5.129 1.847 -0.602  0.0966
H7 -3.083 -0.069 0.375  0.0712
H8 -3.227 -1.147 -1.875  0.1063
H9 -5.652 0.434 -2.130  0.1149
H10 -4.718 -0.184 -3.503  0.1056
H11 -4.604 1.914 -4.127  0.1126
H12 -5.138 2.562 -2.575  0.1114
H13 3.194 -2.982 -0.995  -0.0137
H14 1.744 -3.832 -0.287  -0.0189
H15 2.434 -2.305 0.454  -0.0670
P1 0.124 -1.747 1.273  1.0379
P2 1.743 0.891 0.480  1.0917
N1 -1.113 -2.883 0.524  -0.2129
N2 0.077 -2.312 2.898  -0.2642
N3 1.341 1.321 -1.193  -0.2380
N4 2.660 2.355 0.725  -0.2424
C10 -0.768 -0.152 1.429  -0.3963
C11 0.109 1.133 1.377  -0.3450
C12 -0.858 -3.669 -0.607  -0.2269
C13 -1.919 -4.519 -0.846  -0.0979
C14 -2.899 -4.244 0.160  -0.0968
C15 -2.390 -3.237 0.977  -0.1366
C16 0.798 -3.486 3.220  -0.1225
C17 0.967 -3.533 4.589  -0.0882
C18 0.338 -2.370 5.149  -0.0863
C19 -0.198 -1.635 4.100  -0.1257
C20 1.821 0.539 -2.336  -0.3333
C21 0.909 0.854 -3.421  -0.0880
C22 0.092 1.899 -2.999  -0.0741
C23 0.352 2.143 -1.645  -0.1133
C24 2.696 3.629 0.124  -0.1349
C25 3.866 4.273 0.510  -0.0928
C26 4.592 3.365 1.358  -0.0914
C27 3.839 2.214 1.483  -0.1346
H16 -1.395 -0.127 2.334  0.0708
H17 -1.398 -0.167 0.522  0.0315
H18 -0.452 1.970 0.923  0.0561
H19 0.426 1.443 2.392  0.0881
H20 0.057 -3.576 -1.175  -0.0097
H21 -1.972 -5.245 -1.642  0.0912
H22 -3.857 -4.736 0.243  0.0897
H23 -2.837 -2.734 1.817  0.1022
H24 1.141 -4.134 2.428  0.1039
H25 1.504 -4.298 5.125  0.0925
H26 0.306 -2.111 6.198  0.0916
H27 -0.716 -0.695 4.089  0.0859
H28 2.913 0.516 -2.488  0.1224
H29 0.846 0.255 -4.331  0.1054
H30 -0.595 2.488 -3.578  0.0805
H31 -0.083 2.870 -0.981  0.0954
H32 1.902 3.966 -0.527  0.0821
H33 4.179 5.274 0.238  0.0895
H34 5.563 3.536 1.806  0.0919
H35 4.048 1.265 1.963  0.0872
C28 6.305 -1.022 0.543  -0.0351
C29 4.828 -0.838 0.201  -0.7451
O1 4.013 -0.776 1.192  -0.1941
O2 4.537 -0.754 -1.022  -0.1074
H36 6.456 -1.327 1.574  0.0607
H37 6.801 -0.057 0.387  0.0705
H38 6.763 -1.750 -0.136  0.0678

## Properties
Net charge: 0
Gap between HOMO and LUMO in eV: 6.3
HOMO level in eV: -7.39
Multiplicity: 1
LUMO in eV: -1.1
Relative energy (zero: lowest compared OMol25 entry of this formula, charge and spin) in kJ/mol: 101.0

=====

Formula: C3H8O2
Source: the OMol25 dataset
Level of theory: ωB97M-V with the def2-TZVPD basis set

Each line ends with the natural charge from an NBO analysis.
Atoms and positions in Å:
C1 1.370 -0.824 -0.522  -0.7268
C2 0.383 0.224 -0.086  0.2128
O1 0.344 1.349 -0.840  -0.6938
C3 -0.976 -0.270 0.347  -0.1146
O2 -1.720 0.897 0.662  -0.7325
H1 1.013 -1.859 -0.634  0.2153
H2 1.710 -0.537 0.501  0.2743
H3 2.088 -0.523 -1.292  0.2369
H4 0.945 0.564 1.196  0.0046
H5 -0.317 1.864 -0.345  0.4886
H6 -1.487 -0.886 -0.409  0.1702
H7 -0.803 -0.874 1.242  0.1823
H8 -2.550 0.875 0.179  0.4827

## Properties
Net charge: 0
Gap between HOMO and LUMO in eV: 9.8
HOMO level in eV: -9.06
Multiplicity: 1
LUMO in eV: 0.8
Relative energy (zero: lowest compared OMol25 entry of this formula, charge and spin) in kJ/mol: 312.2

=====

Formula: C4H34O15
Source: the OMol25 dataset
Level of theory: ωB97M-V with the def2-TZVPD basis set

Each line ends with the natural charge from an NBO analysis.
Atoms and positions in Å:
C1 1.167 -3.395 0.149  -0.5233
C2 0.658 -2.375 -0.540  0.2851
O1 0.049 -1.341 0.138  -0.8091
C3 0.758 -2.181 -1.991  -0.2654
C4 0.124 -1.228 -2.667  -0.3372
H1 1.115 -3.431 1.234  0.1936
H2 1.505 -4.331 -0.267  0.2177
H3 0.357 -1.285 1.063  0.4395
H4 1.292 -2.989 -2.474  0.2107
H5 -0.584 -0.586 -2.172  0.2109
H6 0.194 -1.271 -3.746  0.1991
H7 -3.449 1.812 -3.060  0.4752
H8 -2.450 1.066 -2.234  0.5095
O2 -2.511 1.825 -2.847  -0.9992
H9 1.182 4.274 0.277  0.4737
H10 -0.214 3.896 -0.276  0.4867
O3 0.403 3.740 0.449  -0.9903
H11 0.048 -0.520 2.039  0.5343
H12 -0.387 -1.972 2.462  0.5075
O4 0.336 -1.454 2.101  -0.8837
H13 3.820 -0.397 2.416  0.4941
H14 3.137 0.361 1.222  0.4844
O5 3.892 0.363 1.818  -1.0057
H15 0.902 2.012 -2.585  0.4921
H16 1.944 2.880 -1.947  0.4732
O6 1.851 2.040 -2.409  -0.9599
H17 -1.142 3.230 -2.239  0.5085
H18 -0.862 2.204 -1.265  0.4880
O7 -0.454 3.021 -1.582  -0.9608
H19 1.715 2.067 1.216  0.4937
H20 2.899 2.081 2.186  0.4885
O8 2.053 2.483 2.015  -1.0075
H21 2.276 1.186 -0.676  0.5099
H22 1.348 0.043 -0.485  0.5044
O9 1.755 0.757 0.030  -1.0045
H23 -2.221 -1.422 -4.360  0.4666
H24 -3.429 -1.908 -3.608  0.4703
O10 -2.510 -1.652 -3.482  -0.9304
H25 -2.874 -1.347 1.628  0.4874
H26 -1.712 -1.936 0.727  0.4798
O11 -2.661 -1.952 0.893  -0.9902
H27 -0.055 1.682 2.717  0.5194
H28 -0.727 1.711 1.406  0.5100
O12 -0.517 1.086 2.107  -0.9870
H29 2.532 -2.001 1.914  0.4870
H30 2.296 -1.729 3.444  0.4809
O13 2.924 -2.009 2.781  -0.9502
H31 -2.964 -0.486 -0.232  0.5166
H32 -1.445 -0.085 -0.297  0.4925
O14 -2.305 0.064 -0.692  -1.0139
H33 -3.145 -0.903 3.571  0.4746
H34 -2.638 0.494 3.190  0.4983
O15 -3.271 -0.191 2.938  -0.9452

## Properties
Net charge: 0
Gap between HOMO and LUMO in eV: 8.6
HOMO level in eV: -8.80
Multiplicity: 1
LUMO in eV: -0.2
Relative energy (zero: lowest compared OMol25 entry of this formula, charge and spin) in kJ/mol: 312.6

=====

Formula: C4H8BrO2
Source: the OMol25 dataset
Level of theory: ωB97M-V with the def2-TZVPD basis set

Each line ends with the natural charge from an NBO analysis.
Atoms and positions in Å:
C1 0.876 0.953 -0.813  -0.4299
C2 0.255 -0.395 -1.214  -0.0951
C3 0.279 1.469 0.486  -0.6386
C4 -0.330 -1.773 0.696  0.7290
O1 0.422 -1.359 -0.215  -0.3736
O2 -1.466 -1.188 0.811  -0.5266
Br1 -2.595 -1.548 2.180  0.4934
H1 1.951 0.983 -0.875  0.2399
H2 0.481 1.656 -1.588  0.2453
H3 -0.854 -0.186 -1.371  0.2076
H4 0.609 -1.128 -1.994  0.2501
H5 0.501 2.584 0.583  0.2539
H6 -0.751 1.266 0.477  0.2017
H7 0.019 -2.529 1.390  0.2228
H8 0.603 1.196 1.446  0.2201

## Properties
Net charge: +1
Gap between HOMO and LUMO in eV: 9.8
HOMO level in eV: -15.58
Multiplicity: 1
LUMO in eV: -5.8
Relative energy (zero: lowest compared OMol25 entry of this formula, charge and spin) in kJ/mol: 145.5

=====

Please write out number 5 again, unchanged.
Formula: C3H8O2
Source: the OMol25 dataset
Level of theory: ωB97M-V with the def2-TZVPD basis set

Each line ends with the natural charge from an NBO analysis.
Atoms and positions in Å:
C1 1.370 -0.824 -0.522  -0.7268
C2 0.383 0.224 -0.086  0.2128
O1 0.344 1.349 -0.840  -0.6938
C3 -0.976 -0.270 0.347  -0.1146
O2 -1.720 0.897 0.662  -0.7325
H1 1.013 -1.859 -0.634  0.2153
H2 1.710 -0.537 0.501  0.2743
H3 2.088 -0.523 -1.292  0.2369
H4 0.945 0.564 1.196  0.0046
H5 -0.317 1.864 -0.345  0.4886
H6 -1.487 -0.886 -0.409  0.1702
H7 -0.803 -0.874 1.242  0.1823
H8 -2.550 0.875 0.179  0.4827

## Properties
Net charge: 0
Gap between HOMO and LUMO in eV: 9.8
HOMO level in eV: -9.06
Multiplicity: 1
LUMO in eV: 0.8
Relative energy (zero: lowest compared OMol25 entry of this formula, charge and spin) in kJ/mol: 312.2

=====

Among the records above, which one has the highest net charge? C8H22AlN2O2

=====

Which formula does entry 2 have? C8H22AlN2O2